1.
A 2-piece molecular cluster, C4H9FNO7PS overall. Source: the Open Molecules 2025 dataset; level of theory: ωB97M-V/def2-TZVPD.

```
! wB97M-V def2-TZVPD RIJCOSX def2/J DEFGRID3
* xyz -2 1
O 2.43625 -1.43516 -0.30888
S 1.39791 -0.62564 0.44721
O 1.68086 -0.81889 1.92027
F 1.70533 1.06172 0.06509
N -0.22519 -1.33573 -0.06953
C -0.97219 -2.07509 0.98847
C -2.56404 -2.07484 0.76446
O -3.12220 -0.75317 0.62772
C -2.11014 0.24103 0.37467
C -1.12996 -0.33203 -0.72472
H -0.01617 -2.04259 -0.82533
H -0.80881 -1.68778 2.02816
H -0.65501 -3.15892 0.92670
H -3.00102 -2.52198 1.71671
H -2.87448 -2.76926 -0.07683
H -1.56352 0.54833 1.30845
H -2.60761 1.14624 -0.08789
H -0.55157 0.46893 -1.28031
H -1.73935 -0.85665 -1.52235
O 4.34202 2.66260 -1.00845
P 3.34524 3.80468 -1.25429
O 2.80484 4.30004 0.09500
O 2.18683 3.28719 -2.12609
O 4.04196 4.96697 -1.97823
*
```

As for the lowest unoccupied orbital energy: 3.74 eV. Its HOMO-LUMO gap is 2.87 eV.

***

2.
An isolated ion of composition C7H10N3 and charge +1. Source: the Open Molecules 2025 dataset; level of theory: ωB97M-V/def2-TZVPD.

```
! wB97M-V def2-TZVPD RIJCOSX def2/J DEFGRID3
* xyz 1 1
C -2.05286 -0.87787 2.35328
C -1.76835 -1.77933 1.37055
C -1.14988 0.17964 2.10655
C 1.50598 0.72008 -2.76128
C 2.16395 0.37377 -1.63215
C 0.17679 0.86885 -2.01575
C 0.84945 0.59760 0.53775
N -0.76468 -1.28962 0.59390
N -0.39775 -0.09159 1.03210
N 0.93940 0.26329 -0.86204
H -2.57674 -1.05188 3.26102
H -2.40360 -2.57617 1.15921
H -0.90962 0.97278 2.77780
H 1.89213 0.79645 -3.75222
H 3.21605 0.23381 -1.48118
H -0.08340 2.00741 -1.95047
H -0.74235 0.29099 -2.37636
H 1.61889 0.30209 1.12494
H 0.72071 1.73639 0.70584
H -0.23413 -1.67669 -0.19147
*
```

As for the lowest unoccupied orbital energy: -3.46 eV. Its HOMO-LUMO gap is 8.71 eV. As for the energy above the lowest of the compared OMol25 structures with the same formula, charge and spin: 329.1 kJ/mol. Its SMILES is C1=CN(C[n+]2ccc[nH]2)C1.

***

3.
The molecule C3H2BrNOS. Source: the Open Molecules 2025 dataset; level of theory: ωB97M-V/def2-TZVPD.

```
! wB97M-V def2-TZVPD RIJCOSX def2/J DEFGRID3
* xyz 0 1
C -0.64057 -0.66892 -0.03308
C -0.44727 0.64238 -0.19091
C -2.74618 -0.14233 -0.08196
N -1.96983 -1.10910 0.00774
O -2.24817 2.44986 0.63923
S -2.02294 1.51809 -0.45558
Br -4.94268 -0.35892 0.04582
H 0.11062 -1.42944 0.10957
H 0.48838 1.16492 -0.24015
*
```

As for the lowest unoccupied orbital energy: -1.01 eV. Its HOMO-LUMO gap is 8.97 eV. As for the energy above the lowest of the compared OMol25 structures with the same formula, charge and spin: 223.6 kJ/mol.

***

4.
C28H31CaFNO3S3Te as an isolated structure. Source: the Open Molecules 2025 dataset; level of theory: ωB97M-V/def2-TZVPD.

```
! wB97M-V def2-TZVPD RIJCOSX def2/J DEFGRID3
* xyz 1 1
Ca -0.94314 -0.96017 0.22064
C -3.59220 -3.90322 1.39366
C -4.19780 -2.59316 1.90036
S -3.08045 -1.27298 2.41433
C -2.21115 -1.94966 3.84406
C -1.15344 -3.02670 3.59510
S 0.11611 -2.50260 2.42664
C 0.34235 -3.94721 1.34330
C -0.91158 -4.68174 0.85864
S -2.27144 -3.68514 0.17138
H -4.38715 -4.47702 0.91732
H -3.21921 -4.51215 2.21346
H -4.88611 -2.80221 2.72162
H -4.78788 -2.12215 1.11147
H -2.95497 -2.32943 4.54618
H -1.76035 -1.07271 4.31360
H -1.60223 -3.93847 3.21656
H -0.66442 -3.27100 4.53761
H 0.99733 -4.66148 1.84026
H 0.89341 -3.54732 0.49074
H -1.33564 -5.30886 1.63961
H -0.59496 -5.35688 0.06601
C 1.44417 0.36167 -6.61688
C 2.64222 0.52026 -5.69506
C 3.39524 1.80161 -5.99285
C 4.61520 1.92136 -5.10178
C 4.21169 1.83302 -3.65455
C 4.95419 2.44467 -2.67622
C 4.58124 2.35254 -1.33512
F 5.34769 2.97390 -0.42552
C 3.48264 1.65925 -0.94139
C 2.70294 1.02977 -1.92364
C 1.53629 0.27460 -1.52098
O 1.19915 0.12665 -0.31344
C 0.76603 -0.29672 -2.57275
C 1.14612 -0.16987 -3.86724
N 2.24358 0.50953 -4.25007
C 3.05039 1.11856 -3.27957
C -0.41821 -1.01645 -2.00764
O -0.19964 -2.13638 -1.46628
O -1.46991 -0.35036 -1.76467
H 1.76997 0.58566 -7.63229
H 0.64814 1.06330 -6.35613
H 1.03634 -0.64869 -6.62895
H 3.32195 -0.32355 -5.84004
H 2.72368 2.65356 -5.84448
H 3.68401 1.78904 -7.04272
H 5.14895 2.85385 -5.28013
H 5.31130 1.10965 -5.33530
H 5.84185 3.00920 -2.93915
H 3.20146 1.58061 0.09938
H 0.56331 -0.61488 -4.65982
C -0.31696 1.69627 3.15478
Te -0.90245 1.91808 1.11613
C -2.81489 2.47158 1.88072
C -2.62414 2.68435 3.36535
C -3.63730 3.25233 4.13877
C -3.47072 3.42432 5.50233
C -2.28355 3.02958 6.11150
C -1.27222 2.47076 5.34997
C -1.43450 2.29614 3.97556
H 0.62826 2.21086 3.30363
H -0.16411 0.64015 3.37448
H -3.51524 1.66236 1.68648
H -3.16481 3.36564 1.37110
H -4.56035 3.56505 3.66347
H -4.26052 3.87243 6.09124
H -2.14387 3.16890 7.17643
H -0.33970 2.17811 5.82081
*
```

As for the lowest unoccupied orbital energy: -2.30 eV. Its HOMO-LUMO gap is 8.36 eV.

***

5.
A 9-piece molecular cluster, C5H27NO8 overall. Source: the Open Molecules 2025 dataset; level of theory: ωB97M-V/def2-TZVPD.

```
! wB97M-V def2-TZVPD RIJCOSX def2/J DEFGRID3
* xyz 0 1
C -2.23714 1.64353 -0.25549
C -0.93041 0.94715 -0.33522
C -0.47711 0.42004 1.05015
C -1.17965 0.81007 2.08024
C 1.88175 0.08174 0.21437
N 0.80638 -0.14842 1.17817
H -2.98838 1.17092 0.36817
H -2.23772 2.79107 0.09373
H -2.65000 1.64410 -1.37534
H -0.12303 1.62979 -0.78690
H -1.05966 0.17425 -1.24037
H -1.19283 0.26301 3.04761
H -2.09999 1.31970 1.96641
H 2.68410 0.12389 0.83239
H 1.68818 1.05046 -0.18850
H 2.04022 -0.70376 -0.63614
H 1.17054 -0.93237 1.77727
H -0.82412 -1.61571 -3.07356
H -0.20006 -0.77977 -4.07462
O -0.75030 -0.67109 -3.19698
H 0.65699 2.20281 1.97376
H -0.16520 3.36328 2.37424
O 0.70555 3.10807 2.00611
H -0.27364 -2.27951 -1.40437
H -0.63742 -3.72604 -1.48028
O -0.10538 -3.00653 -1.95999
H 1.48371 -2.49815 0.57334
H 1.88421 -2.71305 -0.85206
O 1.60371 -3.28470 -0.08120
H 2.35096 3.22567 0.30692
H 1.55703 4.11212 -0.49798
O 2.29254 3.52957 -0.67339
H -1.77176 -3.45864 0.46946
H -0.50772 -4.27757 0.27584
O -1.47802 -4.25863 -0.04884
H 2.99120 2.29515 -2.17439
H 1.76649 1.64001 -2.63545
O 2.67465 1.40629 -2.27120
H -2.07390 -1.37240 3.64873
H -2.31614 -1.37265 2.15155
O -1.95866 -1.85369 2.85381
*
```

As for the lowest unoccupied orbital energy: 0.22 eV. Its HOMO-LUMO gap is 8.86 eV. As for the energy above the lowest of the compared OMol25 structures with the same formula, charge and spin: 445.2 kJ/mol. Its SMILES is C=C(CC)NC.O.O.O.O.O.O.O.O.

***

6.
C4H8N2O as an isolated structure. Source: the Open Molecules 2025 dataset; level of theory: ωB97M-V/def2-TZVPD.

```
! wB97M-V def2-TZVPD RIJCOSX def2/J DEFGRID3
* xyz 0 1
C -1.59329 0.12343 -0.91626
C -0.23857 0.58300 -0.40628
C 0.37284 -0.29420 0.79629
C 0.06806 0.29868 1.99561
O 0.19741 1.69814 -0.60790
H 0.10652 -1.34971 0.73379
H -1.72251 0.46219 -1.94316
H -2.38583 0.55405 -0.30489
H -1.68307 -0.96191 -0.89685
H 0.14418 1.37270 2.10670
H -0.25738 -0.27747 2.85113
N 1.88523 -0.83954 -1.60861
N 2.53517 -0.76503 -0.64234
H 1.67893 -0.28049 0.41107
H 0.89230 -0.32383 -1.56828
*
```

As for the lowest unoccupied orbital energy (spin up / spin down): -0.70 / -0.33 eV. Its HOMO-LUMO gap (spin up / spin down) is 7.09 / 7.70 eV. As for the energy above the lowest of the compared OMol25 structures with the same formula, charge and spin: 562.0 kJ/mol.

***

The records above give, respectively, largest force on an atom values of 8.072, 5.349, 3.260, 2.783, 4.615, 1.979 eV/A.